DFT (ωB97M-V/def2-TZVPD) results for a cluster of 2 separate species, C5H12O in total.

The geometry in XYZ format:
```
18
Properties=species:S:1:pos:R:3:mulliken_charge:R:1
C -1.38 -1.11 -0.96 -0.728
O -1.32 0.16 -0.42 -0.306
C -0.14 0.64 -0.13 0.844
C 0.42 -1.31 1.10 -1.026
C 0.98 0.52 -1.12 -1.229
C -0.13 1.76 0.85 -1.405
H -0.40 -1.49 0.07 0.330
H -0.91 -1.19 -1.94 0.230
H -2.42 -1.44 -0.96 0.235
H 0.53 -2.39 1.26 0.386
H 1.44 -0.90 1.07 0.248
H -0.10 -0.91 1.98 0.243
H 1.12 -0.50 -1.47 0.409
H 0.77 1.16 -1.99 0.384
H 1.91 0.86 -0.67 0.342
H 0.06 2.73 0.37 0.368
H -1.08 1.81 1.38 0.349
H 0.67 1.59 1.58 0.325
```

## Properties
- 2S+1: 1
- Energy above the lowest of the compared OMol25 structures with the same formula, charge and spin: 102.2 kcal/mol
- E_LUMO: 0.8819 eV